DFT (ωB97M-V with the def2-TZVPD basis set) results for one molecule with the formula C4H9NO2.

As for the SMILES: COCCNC=O. The value obtained for the energy above the lowest of the compared OMol25 structures with the same formula, charge and spin is 146.39 kJ/mol. Its HOMO-LUMO gap is 10.646 eV.

Structure (XYZ):
```
16
Properties=species:S:1:pos:R:3:forces:R:3:mulliken_charge:R:1
C -2.46194 0.31022 0.97054 -0.242 0.074 0.117 -0.72
O -1.24753 -0.28793 0.57744 0.073 -0.043 -0.004 -0.31
C -0.71410 0.36703 -0.55067 0.127 0.165 -0.232 -0.51
C 0.67547 -0.13731 -0.87242 -0.139 0.045 -0.248 -0.51
N 1.56224 -0.17259 0.27836 0.044 -0.219 -0.032 -0.22
C 2.85847 -0.50236 -0.01251 0.122 0.022 -0.036 0.06
O 3.42678 -0.19725 -1.03995 -0.202 -0.222 0.275 -0.54
H -2.30856 1.35831 1.27270 0.002 -0.177 -0.040 0.31
H -3.20039 0.29571 0.15358 0.129 -0.044 0.118 0.28
H -2.86026 -0.25095 1.81856 0.096 0.055 -0.126 0.25
H -0.68682 1.45222 -0.36994 0.025 -0.089 0.025 0.35
H -1.35219 0.18456 -1.43096 0.049 0.113 0.124 0.36
H 1.12225 0.52069 -1.62006 -0.098 -0.076 0.036 0.32
H 0.64817 -1.14549 -1.30766 -0.235 0.138 -0.038 0.30
H 1.16522 -0.59675 1.10660 0.069 -0.026 -0.120 0.27
H 3.33608 -1.12442 0.76144 0.181 0.286 0.181 0.31
```
Forces are in eV/Å.